Record 1
ORCA calculation (ωB97M-V with the def2-TZVPD basis set) on C20H29ClNPSn as an isolated structure at a distorted geometry.

XYZ file:
```
53
Properties=species:S:1:pos:R:3:forces:R:3
C -2.66360 0.52979 -3.72848 -0.2 -0.1 0.1
C -2.43975 -0.71608 -3.14196 0.4 0.0 0.0
C -1.67112 -0.83921 -1.96822 -0.7 0.1 -0.2
C -1.16633 0.31069 -1.34429 0.1 0.1 0.2
C -1.28656 1.54069 -2.01705 -0.3 0.1 0.1
C -2.09425 1.65893 -3.15163 0.3 -0.1 -0.2
C -1.51274 -2.23054 -1.39931 -0.3 -0.3 0.2
C -0.10902 -2.82273 -1.26358 1.2 0.3 -0.2
N 0.98312 -1.85164 -1.06253 0.1 -0.2 0.3
Sn -0.32620 0.28428 0.69267 1.0 -0.1 0.2
C -0.55153 2.77442 -1.55569 0.0 0.4 0.4
P 1.11182 2.34922 -0.83783 -0.4 1.7 -1.4
H -2.85264 -1.62881 -3.58219 0.1 0.4 0.0
H -2.23619 2.65928 -3.57074 0.0 -0.4 -0.1
H -3.28291 0.61859 -4.62612 0.2 -0.1 0.3
H -1.12340 3.34405 -0.80625 0.1 -0.2 -0.1
H -0.36747 3.45728 -2.39570 -0.2 -0.1 0.1
H -2.00121 -2.29983 -0.41292 0.0 0.2 -0.3
H -2.03450 -2.92991 -2.06352 -0.2 0.2 0.3
H -0.09351 -3.49531 -0.39718 -0.1 0.0 -0.3
C 1.54806 3.96958 -0.10069 0.3 0.1 0.1
C 2.02267 2.42070 -2.42504 0.5 0.2 -0.2
H 0.13736 -3.41561 -2.16089 -0.1 -0.1 0.1
C 1.50375 -1.30612 -2.31500 -0.2 -0.1 0.1
C 2.07411 -2.42940 -0.26885 -0.4 0.0 -0.2
H -0.80792 1.75417 1.49352 0.1 0.0 -0.3
H 1.93694 -2.10030 -2.95566 0.0 0.1 0.1
H 0.69302 -0.82066 -2.86882 0.3 -0.1 0.1
H 2.28935 -0.56787 -2.09794 -0.3 -0.2 0.0
H 2.53597 -3.29388 -0.78585 0.0 0.2 0.1
H 2.84396 -1.66688 -0.08067 -0.3 -0.2 0.0
H 1.65958 -2.78112 0.68521 0.2 0.1 -0.1
H 2.03313 3.45330 -2.80946 0.0 -0.3 0.0
H 3.05548 2.08541 -2.25983 -0.2 0.1 -0.2
H 1.56263 1.76229 -3.17382 0.1 0.1 0.3
H 1.57246 4.76850 -0.85254 0.0 0.0 0.2
H 0.83590 4.23043 0.69484 0.2 -0.1 -0.2
H 2.54660 3.87063 0.35603 -0.3 0.2 -0.1
H 1.42308 0.56046 0.42487 -1.1 -1.5 1.4
Cl -2.52401 1.09899 3.83692 -0.5 0.3 -0.1
C -1.23055 0.09297 4.34003 1.3 -0.8 0.1
C -0.59712 0.36608 5.55310 0.4 -0.5 0.0
C 0.46992 -0.44316 5.98276 -0.4 0.1 -0.4
C 0.85462 -1.54225 5.20839 0.1 0.1 0.2
C 0.23557 -1.80412 3.99180 0.0 0.6 0.2
C -0.76879 -0.95477 3.50507 -0.2 0.1 -0.1
C -1.24764 -1.14299 2.10994 0.0 -0.1 -0.8
H -0.91645 1.22262 6.14101 0.0 -0.2 -0.1
H 1.00088 -0.20540 6.90466 -0.2 -0.1 -0.2
H 1.66927 -2.18457 5.54275 -0.2 0.1 0.0
H 0.55388 -2.64621 3.37798 0.0 0.2 0.1
H -0.93353 -2.10516 1.68520 -0.4 0.0 0.4
H -2.31420 -0.95878 1.95352 0.1 -0.3 0.2
```
Forces are in eV/Å.

Its orbital gap is 7.7 eV. As for the energy above the lowest of the compared OMol25 structures with the same formula, charge and spin: 0.0 kJ/mol.


Record 2
ORCA calculation (ωB97M-V with the def2-TZVPD basis set) on C14H40AlBNO15P4S as an isolated structure at a distorted geometry.

XYZ file:
```
77
Properties=species:S:1:pos:R:3:forces:R:3
C 5.52483 1.45039 5.63890 -0.5 -0.8 0.0
C 5.40972 1.84773 4.05068 -0.3 -1.9 0.1
O 4.00143 1.68150 3.66017 1.9 2.2 0.2
Al 3.21213 3.29520 3.09673 0.1 -3.0 0.1
N 3.47534 3.47586 1.17344 1.3 -10.0 -3.2
C 3.64052 2.16942 0.73039 -0.7 5.5 2.3
S 3.84923 0.52036 0.24443 -0.5 4.5 1.0
B 3.76146 4.95992 4.17134 0.9 2.3 1.1
C 3.64531 6.44690 3.41925 -0.1 1.3 0.2
O 4.28234 4.93732 5.56700 1.5 0.1 -2.4
P 0.88969 3.02858 3.47730 -1.7 0.1 0.3
C 0.79928 2.78147 5.40041 1.7 -0.6 0.2
O 0.32060 1.55490 2.74407 -1.0 0.2 0.5
H 4.60154 1.88904 6.25432 2.2 -0.6 -1.4
H 5.39674 0.26709 5.70197 0.2 2.5 -0.2
H 6.56248 1.68450 6.13231 -2.0 -0.2 -0.9
H 6.03080 1.01756 3.45882 -1.1 1.8 1.1
H 5.89098 2.87354 3.75841 -0.9 -1.5 0.7
H 4.11342 6.44997 2.33818 -0.9 -0.1 2.0
H 4.15126 7.31524 4.05156 -0.9 -1.6 -1.3
H 2.51427 6.79104 3.27762 2.2 -0.9 0.2
H 5.29364 4.89138 5.46554 -2.2 0.1 0.4
H -0.13631 2.16330 5.73821 1.8 1.4 -0.5
H 0.87402 3.85436 5.86504 -0.5 -2.0 -0.8
H 1.82209 2.23568 5.68286 -2.4 0.9 -0.1
H -0.67655 1.53887 2.63950 1.9 0.5 0.4
C 0.15338 -0.46361 0.72817 1.1 0.8 0.5
O 0.06219 -1.51595 -0.18948 2.0 -2.3 -0.1
P -0.22137 -3.18952 0.14464 -9.1 2.0 -1.1
O -1.12139 -3.28719 -1.09261 1.2 0.0 0.3
O -1.13681 -2.75043 1.45791 1.0 -0.8 0.3
C -2.35990 -2.04770 1.28438 0.0 0.6 0.1
O -0.50495 -4.86308 0.47867 3.2 0.2 0.2
C -1.62407 -5.28334 1.23174 0.1 0.2 0.7
H 0.92341 0.23492 0.38557 0.0 -0.2 0.2
H -0.78888 0.09074 0.74171 -0.2 -0.3 0.0
H 0.41072 -0.81255 1.73186 -0.2 0.2 -0.1
H -2.53646 -1.75787 0.24552 0.1 -0.1 0.1
H -2.33865 -1.14704 1.90670 0.0 -0.1 -0.1
H -3.18674 -2.67064 1.62828 0.1 -0.1 0.0
H -2.54968 -4.88959 0.80869 0.0 0.2 0.0
H -1.51466 -4.98847 2.27747 -0.3 0.0 -0.1
H -1.66745 -6.37522 1.20250 0.3 0.1 -0.2
C 0.75303 -3.77022 -2.96841 -0.2 -0.9 0.0
O 2.00310 -3.15630 -3.10345 2.1 -1.8 -1.0
P 2.87440 -2.84034 -4.56424 -3.4 8.7 0.2
O 3.32561 -1.48577 -4.00573 0.8 -1.7 0.3
O 1.42988 -2.65379 -5.36052 0.6 -0.9 -0.6
C 0.56061 -1.57647 -5.03862 -0.4 -0.1 0.4
O 3.74573 -2.52433 -6.02496 0.9 -3.0 0.5
C 3.15958 -1.80402 -7.08974 -0.4 -0.4 -0.3
H 0.76372 -4.39378 -2.06879 0.1 0.0 -0.4
H -0.01304 -3.00621 -2.81100 0.3 -0.1 -0.2
H 0.50457 -4.39439 -3.83100 -0.1 0.1 0.0
H 0.90305 -1.00148 -4.17460 0.1 -0.1 -0.1
H -0.43480 -1.98005 -4.82599 0.1 0.1 0.0
H 0.47371 -0.91234 -5.89964 0.2 0.0 -0.1
H 2.77193 -0.84397 -6.74511 -0.1 -0.1 0.1
H 2.37470 -2.39537 -7.56592 -0.1 0.3 0.0
H 3.92973 -1.61599 -7.84236 0.2 -0.2 0.3
C -7.51725 2.22407 -2.16712 -0.8 0.3 -0.5
O -7.30586 1.27403 -1.16185 -1.9 -1.9 -0.1
P -6.68816 -0.33239 -1.33724 8.7 2.9 2.0
O -5.88942 -0.17031 -0.03873 -1.9 -0.4 -0.1
O -5.76724 0.18426 -2.61805 -0.9 -0.9 -0.3
C -4.71535 1.11958 -2.42160 0.0 0.6 -0.1
O -6.07047 -1.93878 -1.51254 -3.3 -0.3 -0.4
C -4.83503 -2.18595 -2.15189 0.1 0.0 -0.8
H -8.42958 2.78289 -1.93550 0.0 -0.2 -0.1
H -6.69733 2.94729 -2.16324 0.1 -0.2 -0.1
H -7.62231 1.76451 -3.15360 0.2 0.2 0.0
H -4.68119 1.50811 -1.40068 -0.1 -0.2 0.0
H -4.85394 1.95473 -3.11603 0.0 -0.1 0.1
H -3.76144 0.64560 -2.65695 -0.1 -0.2 0.0
H -4.03690 -1.59339 -1.70177 -0.1 0.1 0.0
H -4.91223 -1.98965 -3.22333 0.2 0.0 0.1
H -4.59080 -3.24444 -2.02996 -0.3 0.1 0.2
```
Forces are in eV/Å.

The charge is -1. Its orbital gap is 2.5 eV.


Record 3
ORCA calculation (ωB97M-V with the def2-TZVPD basis set) on a 2-piece molecular cluster, C4H13NO overall at a distorted geometry.

XYZ file:
```
19
Properties=species:S:1:pos:R:3:forces:R:3
C 2.32120 -0.49519 0.05693 -1.0 0.6 0.6
C 1.09367 -1.28920 0.64247 0.5 5.4 1.2
N -0.05888 -0.55335 0.11525 0.5 -0.4 0.7
C -1.26820 -0.97519 0.92802 -1.4 -0.1 -5.9
C -2.50197 -0.10044 0.69008 -2.5 -1.7 -0.2
H 2.57009 0.39901 0.77597 -0.4 -1.7 -1.6
H 2.09198 -0.09762 -1.01146 0.7 -0.8 1.8
H 3.06552 -1.26289 0.10124 1.3 0.2 -0.5
H 1.00184 -2.29062 0.40511 0.4 -2.3 -0.3
H 1.21350 -1.08920 1.80725 -0.6 -0.9 -2.1
H 0.22175 -0.14913 -0.85027 -2.2 -1.2 2.2
H -1.55006 -2.06358 0.84313 0.5 0.8 -0.4
H -0.96576 -0.84166 1.86312 1.2 0.6 4.1
H -3.45829 -0.50914 1.31164 2.2 0.8 -1.6
H -2.31788 0.86548 1.04312 0.3 1.6 0.8
H -2.81133 0.07771 -0.38581 0.4 -0.8 1.1
O 0.36782 2.69081 -2.10178 -0.1 -1.8 0.5
H 0.05619 2.97608 -1.25270 -0.3 -0.1 0.8
H 0.48380 3.49265 -2.54784 0.4 1.8 -1.4
```
Forces are in eV/Å.

Its SMILES is CCNCC.O. Its orbital gap is 9.0 eV. As for the energy above the lowest of the compared OMol25 structures with the same formula, charge and spin: 249.3 kJ/mol.


Record 4
ORCA calculation (ωB97M-V with the def2-TZVPD basis set) on a 2-piece molecular cluster, C16H17BrO4S overall at a distorted geometry.

XYZ file:
```
39
Properties=species:S:1:pos:R:3:forces:R:3
C -3.59362 0.11518 5.28122 0.0 -0.4 -0.3
O -3.54548 -0.88904 4.23652 0.1 0.7 -0.5
C -3.31169 -0.51123 2.95329 -0.1 0.0 -0.4
C -3.27181 -1.55889 1.98780 0.1 0.3 0.6
C -2.91221 -1.27878 0.69140 0.5 0.4 0.0
C -2.57742 0.04185 0.30618 -0.2 0.1 0.0
C -2.08644 0.25037 -1.01873 1.0 0.6 0.3
O -1.94667 1.45006 -1.49033 -1.3 -0.1 0.2
C -2.00436 1.67100 -2.91760 0.5 -0.1 -0.1
C -2.76916 1.10368 1.22379 0.4 -0.3 -0.2
C -3.13342 0.83367 2.52608 -0.1 -0.4 0.8
H -3.75235 -0.47049 6.18720 0.0 0.2 -0.1
H -2.65172 0.67225 5.35395 -0.1 -0.2 -0.1
H -4.42610 0.81530 5.14019 0.1 -0.2 -0.1
H -3.47057 -2.57790 2.31047 0.0 0.2 0.0
H -2.81995 -2.05353 -0.06811 -0.1 0.0 0.3
H -1.91757 -0.60468 -1.67331 -0.2 0.2 -0.1
H -2.01971 2.75398 -3.01155 0.1 -0.1 -0.1
H -1.10728 1.24239 -3.36678 0.0 0.1 0.0
H -2.90614 1.23523 -3.36296 0.1 0.0 0.3
H -2.56358 2.12620 0.90603 -0.1 -0.3 0.1
H -3.24093 1.64481 3.25628 0.1 -0.3 -0.4
Br 1.24359 -0.00402 1.10375 0.1 0.2 1.0
C 0.71382 -0.04808 -0.66499 -0.9 -0.1 -1.0
S 1.76818 0.47774 -1.90595 -0.1 -0.7 -0.3
C 3.46375 -0.14344 -1.72441 0.0 -0.4 0.2
C 4.38486 0.54477 -0.93431 0.1 0.1 -0.1
C 5.71258 0.11626 -0.86600 -0.1 -0.3 -0.2
C 6.11330 -1.03111 -1.56361 -0.2 0.1 0.0
C 5.18454 -1.73102 -2.34271 0.0 0.3 0.2
C 3.86064 -1.29104 -2.41237 0.0 0.0 0.0
O 1.20348 -0.22656 -3.05267 0.1 0.4 -0.4
O 1.98252 1.90780 -1.99430 -0.4 -0.2 0.4
H 0.10326 -0.89732 -0.97968 1.0 -0.1 0.3
H 4.07280 1.43501 -0.39718 0.0 -0.1 -0.1
H 6.43956 0.68564 -0.28475 -0.2 -0.2 -0.1
H 7.14915 -1.37591 -1.50057 -0.4 0.1 -0.1
H 5.49613 -2.60925 -2.90869 -0.1 0.2 0.2
H 3.13603 -1.82087 -3.02261 0.1 0.1 0.1
```
Forces are in eV/Å.

Its orbital gap is 5.1 eV.